{
  "formula": "C26H33N4",
  "method": "the ωB97M-V functional and the def2-TZVPD basis",
  "species": ["C", "N", "C", "C", "C", "C", "C", "C", "C", "C", "C", "C", "C", "C", "C", "C", "N", "C", "N", "C", "C", "C", "N", "C", "C", "C", "C", "C", "C", "C", "H", "H", "H", "H", "H", "H", "H", "H", "H", "H", "H", "H", "H", "H", "H", "H", "H", "H", "H", "H", "H", "H", "H", "H", "H", "H", "H", "H", "H", "H", "H", "H", "H"],
  "coordinates": [[-0.249059, 2.732446, -5.733499], [-0.820150, 1.632579, -4.972826], [-1.717468, 0.672833, -5.584998], [-2.000369, -0.312757, -4.456351], [-1.180276, 0.115082, -3.316298], [-0.962701, -0.365995, -2.036803], [-0.111358, 0.311781, -1.110463], [-0.227865, -0.026968, 0.347683], [0.928709, 0.569652, 1.199619], [0.938134, 2.005406, 1.242475], [1.802804, 2.778878, 2.033195], [2.697158, 2.014055, 2.833139], [2.690396, 0.610558, 2.833880], [1.850030, -0.096392, 2.021055], [3.750115, 0.130178, 3.721247], [4.488521, 1.389403, 4.171867], [3.775948, 2.469127, 3.506938], [4.185585, 3.852894, 3.620170], [-0.853048, -1.475093, 0.376203], [0.136228, -2.366224, 0.773126], [-0.257905, -3.817463, 0.518162], [-1.481598, -4.177458, 1.312195], [-2.467215, -3.147165, 1.076009], [-2.122901, -1.916170, 0.652853], [-3.347477, -1.062327, 0.565713], [-4.513774, -1.923056, 0.986446], [-3.922087, -3.254027, 1.421547], [0.731419, 1.322771, -1.663353], [0.464908, 1.921288, -2.936017], [-0.508729, 1.296225, -3.695752], [0.491906, 3.253860, -5.102124], [0.245215, 2.347449, -6.651361], [-1.065001, 3.431517, -6.008800], [-2.597359, 1.187783, -5.965225], [-1.239960, 0.213974, -6.455138], [-3.059047, -0.326302, -4.246320], [-1.775367, -1.315075, -4.785835], [-1.490294, -1.218124, -1.663832], [-1.103047, 0.384183, 0.902517], [0.192538, 2.508855, 0.656919], [1.746752, 3.835217, 2.088250], [1.889389, -1.183965, 2.086356], [3.384132, -0.456905, 4.565111], [4.407028, -0.536420, 3.169890], [5.543080, 1.360343, 3.890847], [4.461767, 1.500239, 5.258279], [3.830318, 4.405102, 2.732572], [3.743093, 4.332119, 4.511497], [5.280642, 3.923833, 3.683349], [0.307439, -2.228538, 1.872386], [0.998582, -2.104947, 0.193982], [-0.376422, -4.011682, -0.554196], [0.595428, -4.427503, 0.847934], [-1.836669, -5.199850, 1.073726], [-1.185513, -4.204994, 2.377962], [-3.224116, -0.227499, 1.249942], [-3.475637, -0.659662, -0.434081], [-5.097792, -1.468024, 1.777076], [-5.194694, -2.089535, 0.160476], [-4.098281, -3.468137, 2.479187], [-4.444143, -4.092731, 0.928632], [1.513982, 1.804214, -1.100319], [0.936058, 2.847148, -3.246845]],
  "atomic_forces_ev_per_a": [[-0.29, -0.26, 0.20], [0.06, 0.61, -0.44], [0.38, 0.59, -0.27], [-1.00, -0.97, -0.81], [1.34, 0.77, 1.57], [-0.19, 1.18, -0.20], [0.46, 0.35, -1.95], [-2.44, 0.63, 0.21], [0.19, 0.21, 0.63], [-0.16, -0.91, 0.52], [0.01, -2.86, 0.29], [-0.05, 0.68, -1.32], [-1.00, 0.97, -0.53], [-0.57, -0.46, -0.12], [0.89, -1.08, 0.50], [0.15, 0.12, 0.34], [0.58, 0.62, 0.56], [-0.48, 0.01, 0.01], [-1.66, -0.31, 1.72], [1.00, -2.31, 1.04], [1.25, -0.30, -0.20], [0.52, -0.86, 0.66], [-0.38, 0.91, -0.21], [0.84, 1.13, 0.05], [0.42, 0.62, -0.04], [-0.46, -0.36, -0.07], [-0.09, -0.71, -0.08], [-1.31, 0.71, -0.45], [-0.07, -1.39, 2.04], [0.58, 0.14, -0.91], [-0.41, -0.18, -0.58], [-0.23, 0.30, 0.46], [0.58, -0.17, -0.02], [-0.32, -0.06, 0.05], [0.09, -0.15, 0.01], [-0.43, 0.06, 0.30], [0.20, -0.46, -0.02], [-0.29, -0.32, -0.31], [0.32, 1.03, -1.12], [-0.24, 0.26, -0.17], [-0.03, 0.74, -0.15], [0.11, 0.39, -0.16], [-0.12, 0.10, 0.05], [0.25, -0.13, -0.03], [0.03, 0.18, -0.13], [-0.06, 0.08, 0.06], [0.30, -0.18, 0.33], [0.23, -0.05, -0.22], [-0.33, -0.06, -0.06], [0.21, -0.25, -0.87], [0.88, -0.11, -0.01], [-0.15, 0.15, 0.14], [-0.35, -0.03, -0.10], [-0.19, 0.75, -0.09], [-0.43, 0.08, -0.27], [0.12, 0.30, -0.04], [0.19, 0.18, -0.12], [0.02, 0.08, 0.13], [-0.06, 0.06, -0.17], [0.64, 0.25, 0.11], [0.76, 0.20, -0.23], [-0.05, -0.14, 0.35], [0.26, -0.40, 0.12]],
  "total_charge": 1,
  "smiles": "CN1CCc2cc(C(c3ccc4c(c3)CCN4C)N3CCC[N+]4=C3CCC4)ccc21",
  "e_lumo_ev": -2.329,
  "homo_energy_ev": -9.27
}

{
  "formula": "C26H33N5O6V",
  "method": "the ωB97M-V functional and the def2-TZVPD basis",
  "species": ["V", "O", "C", "O", "C", "C", "C", "C", "C", "N", "H", "H", "H", "H", "C", "C", "N", "C", "N", "C", "C", "C", "N", "C", "H", "H", "H", "H", "H", "H", "H", "H", "H", "H", "H", "H", "H", "O", "C", "C", "C", "C", "C", "C", "N", "H", "H", "H", "H", "H", "H", "H", "H", "H", "H", "H", "O", "C", "C", "C", "C", "C", "C", "C", "O", "O", "H", "H", "H", "H", "H"],
  "coordinates": [[-0.622322, -0.530342, -0.410613], [-3.612159, -2.454685, -2.019886], [-2.572022, -2.234551, -1.513974], [-1.947125, -1.006761, -1.534405], [-1.689321, -3.158949, -0.740177], [-1.887282, -4.510834, -0.624384], [-0.998639, -5.237913, 0.166776], [0.035995, -4.574669, 0.813685], [0.178951, -3.209821, 0.653842], [-0.666666, -2.515293, -0.132354], [-2.723710, -4.971891, -1.133854], [-1.122176, -6.307095, 0.282435], [0.733114, -5.105468, 1.447065], [0.962415, -2.655554, 1.148912], [3.506633, 2.951975, -1.678305], [2.767059, 2.690952, -0.386989], [1.715320, 1.682973, -0.621354], [1.672335, 0.831171, -1.641786], [0.577875, -0.055240, -1.731899], [0.443528, -0.803921, -3.037678], [1.073955, -0.043667, -4.177669], [2.530223, 0.172721, -3.861059], [2.643279, 0.816347, -2.538515], [3.867186, 1.616425, -2.296802], [4.410226, 3.524180, -1.476422], [2.894911, 3.533384, -2.370036], [2.281154, 3.586887, -0.005637], [3.441216, 2.309563, 0.382225], [0.957567, 1.666116, 0.037008], [-0.609809, -0.976007, -3.219466], [0.941637, -1.768145, -2.907040], [0.569729, 0.912289, -4.334768], [0.960569, -0.627335, -5.090594], [2.986619, 0.852566, -4.577832], [3.101210, -0.757897, -3.864592], [4.360969, 1.741296, -3.256027], [4.531790, 1.041184, -1.648610], [-1.968208, 0.222539, 0.660596], [-2.512479, 1.311362, 1.060141], [-2.362201, 2.566418, 0.291777], [-3.506704, 2.415297, -0.769502], [-4.901611, 2.009187, -0.245453], [-5.078955, 0.552373, 0.244261], [-4.584011, 0.288025, 1.678481], [-3.476623, 1.251761, 1.951953], [-1.387455, 2.663932, -0.191282], [-2.536640, 3.436805, 0.923763], [-3.185934, 1.687084, -1.519945], [-3.586936, 3.377497, -1.274743], [-5.582709, 2.150086, -1.084519], [-5.244517, 2.720227, 0.513575], [-4.572096, -0.117503, -0.456878], [-6.135487, 0.291252, 0.195083], [-4.228155, -0.728424, 1.826190], [-5.346741, 0.486221, 2.426345], [-3.819086, 2.162583, 2.229351], [1.573245, 1.132295, 4.823879], [2.288834, 0.262697, 4.136295], [3.427877, -0.257020, 4.766346], [4.228984, -1.151901, 4.104661], [3.940487, -1.566193, 2.786808], [2.828958, -1.087798, 2.159540], [1.968513, -0.175548, 2.820651], [0.790544, 0.348090, 2.224754], [0.028376, 1.207091, 2.568771], [0.461245, -0.257545, 0.921349], [0.811043, 1.475354, 4.333015], [3.648965, 0.072279, 5.772270], [5.107787, -1.542429, 4.600862], [4.605229, -2.255073, 2.284661], [2.612227, -1.375009, 1.137723]],
  "atomic_forces_ev_per_a": [[0.03, -0.11, 0.92], [0.05, -0.14, 0.02], [-0.02, 0.13, -0.09], [0.35, 0.11, 0.34], [-0.04, -0.10, -0.02], [-0.05, 0.03, 0.03], [0.04, 0.02, 0.02], [-0.04, -0.04, -0.02], [-0.04, 0.02, -0.05], [0.17, -0.16, 0.11], [-0.01, 0.01, 0.00], [0.00, 0.00, 0.00], [0.00, 0.00, 0.00], [-0.03, -0.02, 0.00], [0.01, 0.00, -0.01], [0.02, 0.01, 0.01], [-0.10, -0.09, -0.04], [0.21, 0.15, 0.01], [-0.33, 0.22, -0.12], [0.03, -0.01, -0.02], [0.04, 0.01, 0.03], [-0.03, 0.00, -0.01], [-0.08, -0.02, 0.03], [0.01, 0.04, 0.01], [0.00, 0.00, 0.00], [-0.01, 0.00, 0.00], [0.00, 0.00, -0.01], [-0.01, 0.02, 0.01], [0.02, -0.01, 0.05], [0.00, 0.05, -0.01], [-0.02, -0.03, 0.01], [-0.02, -0.01, 0.01], [0.03, -0.01, 0.00], [0.02, -0.02, -0.01], [-0.01, -0.01, 0.00], [0.00, -0.01, 0.00], [0.00, 0.01, 0.00], [0.11, 0.08, -0.51], [-0.15, 0.36, 0.19], [0.07, 0.01, -0.02], [0.01, -0.03, 0.01], [-0.03, 0.00, -0.01], [0.02, 0.01, -0.02], [0.01, -0.05, 0.04], [0.05, -0.09, -0.16], [-0.04, 0.00, 0.02], [-0.01, 0.00, 0.01], [-0.02, 0.00, 0.00], [0.01, 0.00, 0.01], [0.00, 0.00, 0.00], [0.01, 0.00, 0.00], [0.01, 0.01, 0.00], [0.00, -0.01, 0.01], [-0.02, 0.01, 0.02], [-0.01, 0.01, 0.00], [0.03, 0.01, 0.03], [-0.08, 0.12, 0.16], [0.07, -0.11, -0.14], [0.03, -0.05, -0.04], [-0.06, 0.06, 0.03], [0.02, -0.07, -0.07], [0.06, -0.03, 0.01], [-0.08, 0.14, 0.16], [-0.20, -0.28, -0.24], [0.00, 0.05, -0.07], [-0.10, -0.13, -0.58], [0.02, -0.05, -0.07], [0.00, 0.00, 0.00], [0.00, 0.01, 0.00], [0.00, 0.01, 0.00], [0.04, 0.03, 0.02]],
  "total_charge": 3,
  "e_lumo_ev": -11.461,
  "homo_energy_ev": -16.55
}